Below is a molecular structure, C74H66F3N2O6P2S2Sb2Ti, with properties calculated with ωB97M-V/def2-TZVPD.

The net charge is +1. The calculated total energy is -177661.432 eV. The value obtained for the orbital gap (spin up / spin down) is 5.6850 / 5.6827 eV. As for the HOMO energy (spin up / spin down): -8.82 / -8.89 eV.

The geometry in XYZ format:
```
158
Properties=species:S:1:pos:R:3:forces:R:3:lowdin_charge:R:1
Ti 0.4845 -0.6744 -0.1009 0.42 -0.78 0.01 0.808
O -0.5644 0.3228 1.0798 -0.57 0.98 2.01 -0.782
S -0.5696 1.3164 2.2447 -0.72 0.05 -0.22 1.131
C -2.1463 0.9773 3.0296 0.07 -0.01 0.21 -0.275
C -2.4482 1.9894 3.9201 0.10 -0.11 0.01 -0.081
C -3.5542 1.9774 4.7736 -0.02 0.06 0.05 0.004
C -4.3309 0.8605 4.7600 0.02 -0.06 0.00 -0.142
C -5.5301 0.5241 5.6047 -0.03 0.01 -0.02 -0.092
C -5.8897 -0.9257 5.2136 0.02 0.04 0.00 -0.091
C -4.8940 -1.2863 4.1443 0.02 0.00 -0.02 -0.146
C -4.7303 -2.4491 3.4621 -0.08 -0.09 0.05 0.010
C -3.7004 -2.5056 2.5160 0.02 0.13 -0.06 -0.093
C -2.8135 -1.4823 2.2177 0.18 0.21 -0.09 -0.224
P -1.6769 -2.0539 0.8400 0.13 -1.14 0.19 1.160
C -0.8869 -3.5475 1.5835 -0.04 0.08 -0.01 -0.356
C -0.9896 -3.9488 2.9124 0.00 -0.09 -0.10 -0.085
C -0.2602 -5.0379 3.3771 0.01 0.02 0.01 -0.062
C 0.5738 -5.7383 2.5189 -0.02 -0.03 0.02 -0.073
C 0.6708 -5.3559 1.1859 0.04 -0.02 -0.03 -0.069
C -0.0454 -4.2626 0.7269 -0.03 -0.03 0.11 -0.137
C -2.9244 -2.8341 -0.2662 -0.06 0.26 -0.08 -0.359
C -3.9319 -1.9959 -0.7500 0.11 0.01 -0.04 -0.099
C -4.9820 -2.5172 -1.4889 -0.03 0.04 0.02 -0.082
C -5.0343 -3.8785 -1.7606 0.02 -0.05 -0.01 -0.079
C -4.0159 -4.7084 -1.3159 0.00 0.02 -0.04 -0.076
C -2.9600 -4.1902 -0.5749 -0.07 0.05 0.04 -0.088
C -2.9219 -0.2436 2.9716 -0.02 -0.09 -0.03 -0.071
C -4.0064 -0.2154 3.8996 0.11 0.06 0.02 -0.061
C -0.7932 2.9637 1.6538 0.41 0.13 0.12 -0.346
C -2.0076 3.5842 1.4781 -0.10 -0.09 -0.09 -0.048
C -2.1231 4.9871 1.4340 -0.06 0.08 -0.02 0.019
C -1.0036 5.7449 1.6647 0.07 -0.04 0.03 -0.123
C -0.7961 7.2330 1.8176 0.02 0.00 -0.03 -0.086
C 0.7103 7.3972 2.1667 0.05 -0.03 0.03 -0.087
C 1.2827 6.0021 2.0785 -0.02 0.00 -0.03 -0.134
C 2.5474 5.5001 2.2358 0.05 0.12 0.02 0.014
C 2.7656 4.1323 1.9831 -0.03 -0.05 0.05 -0.061
C 1.7580 3.2333 1.6747 -0.31 -0.13 -0.13 -0.288
P 2.2352 1.6540 0.7875 1.13 0.36 0.28 1.150
C 3.3658 2.5512 -0.3918 -0.24 0.03 -0.08 -0.351
C 2.7345 3.5258 -1.1698 0.01 -0.10 0.03 -0.141
C 3.4718 4.3952 -1.9558 0.02 0.07 0.04 -0.087
C 4.8564 4.2956 -1.9933 0.00 0.00 0.02 -0.073
C 5.4896 3.3203 -1.2403 0.04 -0.02 0.02 -0.071
C 4.7531 2.4562 -0.4373 -0.06 0.05 -0.08 -0.088
C 3.4886 0.9574 1.9371 -0.16 -0.02 0.03 -0.368
C 3.5450 1.2956 3.2880 0.05 -0.07 -0.06 -0.080
C 4.5405 0.7693 4.1043 -0.08 0.03 -0.01 -0.070
C 5.4836 -0.0991 3.5785 0.05 -0.04 0.03 -0.083
C 5.4137 -0.4719 2.2411 -0.02 -0.02 -0.03 -0.079
C 4.4136 0.0423 1.4287 -0.07 -0.06 0.16 -0.145
C 0.4188 3.7157 1.6990 0.02 0.01 0.03 -0.162
C 0.2421 5.1023 1.8029 -0.05 -0.15 0.00 -0.085
H -1.7842 2.8435 3.9682 -0.04 0.01 0.02 0.118
H -3.7525 2.8223 5.4210 0.02 -0.06 0.02 0.127
H -5.2893 0.6163 6.6642 0.00 0.00 0.00 0.126
H -6.3513 1.2150 5.4079 0.02 0.01 -0.02 0.126
H -5.8023 -1.6025 6.0641 0.00 -0.03 -0.02 0.126
H -6.9112 -1.0123 4.8429 0.00 0.00 -0.01 0.125
H -5.3616 -3.3136 3.6279 0.01 0.03 -0.02 0.127
H -3.5981 -3.4372 1.9769 -0.03 -0.01 -0.04 0.107
H -1.6390 -3.4164 3.5943 0.05 0.01 0.02 0.103
H -0.3485 -5.3379 4.4149 0.01 0.02 -0.04 0.110
H 1.1380 -6.5897 2.8812 -0.03 0.05 -0.01 0.107
H 1.3087 -5.9114 0.5073 -0.03 0.05 0.01 0.111
H 0.0315 -3.9617 -0.3129 0.09 0.01 -0.03 0.106
H -3.8935 -0.9349 -0.5253 -0.07 -0.02 -0.02 0.096
H -5.7753 -1.8659 -1.8368 0.05 0.00 0.00 0.111
H -5.8739 -4.2928 -2.3054 0.05 0.02 -0.03 0.109
H -4.0511 -5.7707 -1.5244 0.01 0.02 -0.01 0.109
H -2.1935 -4.8591 -0.2121 -0.03 -0.03 0.01 0.095
H -2.9040 2.9800 1.4092 0.04 0.02 0.05 0.123
H -3.0984 5.4339 1.2862 0.03 -0.01 0.01 0.124
H -1.0427 7.7488 0.8879 -0.03 -0.01 0.01 0.126
H -1.4395 7.6482 2.5937 -0.02 -0.01 -0.03 0.123
H 1.2182 8.0821 1.4873 -0.01 -0.01 0.00 0.123
H 0.8415 7.7963 3.1741 0.00 0.01 -0.01 0.124
H 3.3875 6.1360 2.4879 -0.02 -0.02 -0.03 0.122
H 3.7901 3.7785 1.9940 0.00 0.02 -0.09 0.119
H 1.6544 3.6204 -1.1183 0.00 0.03 -0.07 0.098
H 2.9696 5.1653 -2.5288 0.01 -0.07 0.00 0.111
H 5.4373 4.9815 -2.5974 -0.02 -0.03 0.01 0.110
H 6.5700 3.2380 -1.2573 -0.04 -0.01 0.00 0.110
H 5.2837 1.7373 0.1648 0.04 0.00 0.02 0.088
H 2.8164 1.9826 3.7004 0.04 -0.02 0.03 0.105
H 4.5757 1.0440 5.1519 0.00 0.00 -0.04 0.112
H 6.2685 -0.4970 4.2116 -0.03 0.03 -0.03 0.110
H 6.1406 -1.1648 1.8317 -0.02 0.04 0.01 0.113
H 4.3537 -0.2555 0.3874 0.03 -0.04 -0.01 0.106
C -2.6324 -4.2717 -5.2794 0.02 0.01 0.18 -0.347
Sb -2.0015 -2.4735 -4.2487 -0.18 -0.11 -0.47 1.366
C -3.7687 -1.3709 -4.8141 0.09 0.03 0.10 -0.315
C -0.7028 -1.9612 -5.9828 -0.11 0.19 0.28 -0.299
C -0.7407 -0.5724 -6.5473 -0.04 0.01 0.03 -0.273
C -1.8287 -0.2508 -7.3681 0.06 -0.03 0.02 -0.079
C -1.9610 0.9832 -7.9788 -0.01 -0.05 -0.03 -0.083
C -0.9479 1.9185 -7.8324 0.03 0.03 0.00 -0.083
C 0.1512 1.6075 -7.0516 -0.02 -0.04 0.04 -0.070
C 0.2664 0.3951 -6.3577 -0.03 0.11 0.07 -0.264
C 1.4802 0.2101 -5.4970 -0.13 -0.05 0.36 -0.280
Sb 1.5157 1.0414 -3.4061 0.80 0.11 -1.15 1.451
C 1.5520 3.0596 -4.1779 -0.14 -0.12 0.05 -0.299
C 3.6745 0.7706 -3.3815 -0.18 -0.06 0.06 -0.293
H -3.1718 -3.9960 -6.1875 0.06 0.01 0.05 0.005
H -3.2885 -4.8642 -4.6401 0.02 0.02 -0.03 -0.015
H -1.7645 -4.8777 -5.5472 -0.04 0.04 0.04 0.000
H -4.4650 -2.0401 -5.3205 0.03 0.02 0.02 0.008
H -3.5031 -0.5497 -5.4784 -0.02 0.00 0.04 -0.016
H -4.2418 -0.9637 -3.9201 0.02 -0.02 -0.05 -0.020
H -1.0672 -2.6641 -6.7313 0.12 -0.01 -0.05 0.051
H 0.3039 -2.2585 -5.6867 -0.03 -0.03 -0.07 0.020
H -2.5798 -1.0139 -7.5429 -0.01 0.03 0.02 0.111
H -2.8289 1.1989 -8.5901 0.04 -0.02 0.00 0.104
H -1.0001 2.8720 -8.3444 0.01 -0.04 0.03 0.103
H 0.9717 2.3142 -6.9927 -0.05 0.00 0.04 0.103
H 2.3189 0.7681 -5.9170 0.00 -0.13 -0.06 0.054
H 1.7709 -0.8373 -5.3969 0.07 0.08 -0.02 0.033
H 2.5559 3.3095 -4.5226 -0.04 -0.03 0.01 0.018
H 1.2354 3.7655 -3.4151 -0.01 0.00 -0.03 -0.015
H 0.8496 3.1135 -5.0073 -0.01 0.01 0.02 -0.013
H 4.1695 1.7270 -3.2095 -0.05 -0.04 0.02 -0.012
H 4.0052 0.3610 -4.3382 -0.03 0.02 0.06 0.006
H 3.9513 0.0793 -2.5821 0.03 0.03 -0.05 -0.013
O 2.3648 -2.4529 7.8123 0.02 0.03 0.16 0.131
C 1.4695 -1.7437 7.0992 0.03 -0.05 -0.06 -0.479
O 0.6156 -1.1213 7.6623 -0.06 0.05 0.03 0.130
C 1.5855 -1.7752 5.6072 0.01 -0.01 -0.13 -0.122
C 0.5009 -1.3188 4.8717 -0.11 0.02 0.12 0.016
C 0.5427 -1.3061 3.4951 0.05 -0.02 -0.28 -0.051
C 1.6681 -1.7035 2.7729 -0.02 -0.05 0.42 -0.226
C 2.7410 -2.1881 3.5229 0.20 -0.01 -0.10 -0.012
C 2.6970 -2.2251 4.9050 0.03 -0.06 0.12 -0.006
N 1.6665 -1.6499 1.3522 0.38 -0.24 -0.62 -0.012
C 2.5854 -2.4082 0.7394 -0.25 -0.06 0.17 -0.137
C 2.5633 -2.5490 -0.6477 -0.20 0.04 -0.20 -0.278
C 3.4579 -3.3999 -1.3382 0.04 -0.02 -0.06 -0.016
C 3.2818 -3.6358 -2.6670 0.04 -0.04 -0.03 -0.050
C 2.1837 -3.0300 -3.3249 0.17 -0.04 0.09 -0.046
C 1.3678 -2.1919 -2.6328 -0.10 0.07 -0.24 -0.208
N 1.5435 -1.8916 -1.3120 0.46 -0.53 0.40 -0.042
H 2.9546 -2.9653 7.2515 0.00 -0.03 -0.12 0.093
H -0.3920 -1.0036 5.4004 0.05 0.02 -0.05 0.132
H -0.3471 -1.0509 2.9561 -0.17 0.06 -0.06 0.040
H 3.6465 -2.5281 3.0446 0.02 0.08 0.05 0.100
H 3.5730 -2.6005 5.4250 0.01 0.06 -0.06 0.119
H 3.2813 -3.0162 1.2970 0.03 -0.01 0.00 0.121
H 4.2663 -3.8606 -0.7838 -0.04 -0.01 0.00 0.122
H 3.9512 -4.2922 -3.2073 -0.01 0.04 0.01 0.112
H 1.9943 -3.2226 -4.3725 -0.05 -0.01 0.04 0.105
H 0.5055 -1.7452 -3.1068 0.05 0.11 0.08 0.007
F -1.4786 2.8733 -3.2084 -0.06 -0.02 0.10 0.138
C -2.0464 1.7089 -2.9045 -0.01 -0.30 -0.27 -0.644
F -1.7355 0.8347 -3.8675 -0.04 0.00 -0.02 0.090
F -3.3639 1.8704 -2.8911 0.02 -0.04 0.05 0.153
S -1.4319 1.1078 -1.2383 -0.65 0.79 -1.45 0.499
O -0.3746 2.0469 -0.9603 -0.09 0.00 0.23 -0.367
O -2.6212 1.1211 -0.4331 0.14 -0.19 0.09 -0.259
O -0.8840 -0.2664 -1.5362 -0.58 0.79 0.12 -0.508
```
Positions in Å, forces in eV/Å.